Record 1
Here is Cl2H2NP as an isolated structure from OMol25. Energies are from ωB97M-V with the def2-TZVPD basis set.

```
6
Properties=species:S:1:pos:R:3:lowdin_charge:R:1
N 0.784 0.168 0.499 -1.2709
P -0.785 -0.689 0.498 0.6120
Cl 1.768 -0.947 -0.266 0.4672
Cl 0.929 1.799 -0.136 0.3519
H -1.828 0.265 0.615 -0.1536
H -0.869 -0.596 -1.209 -0.0066
```

Values from the calculation:
LUMO level (spin up / spin down) = 0.472 / -3.125 eV
Total charge = 0
Frontier orbital gap (spin up / spin down) = 7.0 / 7.1 eV
Spin multiplicity = 3
Relative energy (zero: lowest compared OMol25 entry of this formula, charge and spin) = 4.692 eV


Record 2
Here is one molecule with the formula Cl2H2O2P2 from OMol25. Energies are from ωB97M-V with the def2-TZVPD basis set.

```
8
Properties=species:S:1:pos:R:3:lowdin_charge:R:1
O -0.921 0.701 1.619 -0.4367
P -1.026 0.405 0.071 -0.2462
Cl -1.924 -1.354 -0.204 0.3698
Cl -1.986 1.719 -0.992 0.4421
O 0.374 0.378 -0.727 -0.7772
P 1.780 -0.610 -0.638 0.8337
H 1.071 -1.218 0.496 -0.0839
H 2.631 -0.021 0.375 -0.1016
```

Values from the calculation:
LUMO level = -0.118 eV
Total charge = 0
SMILES = O=P(Cl)(Cl)OP
Frontier orbital gap = 10.5 eV
Spin multiplicity = 1
Relative energy (zero: lowest compared OMol25 entry of this formula, charge and spin) = 0.737 eV


Record 3
Here is one molecule with the formula Cl2H2OSi from OMol25. Energies are from ωB97M-V with the def2-TZVPD basis set.

```
6
Properties=species:S:1:pos:R:3:lowdin_charge:R:1
O 0.013 -0.608 1.113 -0.2594
Si -0.058 0.204 -0.269 -0.3812
Cl -0.176 2.140 0.448 0.2857
Cl 1.641 0.160 -1.343 0.3036
H -0.462 -1.465 1.252 0.0899
H -0.958 -0.431 -1.202 -0.0386
```

Values from the calculation:
LUMO level = 0.475 eV
Total charge = 0
SMILES = O[SiH](Cl)Cl
Frontier orbital gap = 11.8 eV
Spin multiplicity = 1
Relative energy (zero: lowest compared OMol25 entry of this formula, charge and spin) = 0.000 eV


Record 4
Here is a 2-piece molecular cluster, Cl2H2S2Si overall from OMol25. Energies are from ωB97M-V with the def2-TZVPD basis set.

```
7
Properties=species:S:1:pos:R:3:lowdin_charge:R:1
Si 2.044 0.403 -0.152 -0.5984
S -1.311 1.663 0.344 0.1466
S 1.893 -1.068 1.525 0.2936
Cl 1.911 -0.449 -1.921 0.2999
Cl 3.547 1.682 0.119 0.2938
H -1.934 1.091 -0.756 -0.2942
H 0.953 -1.889 0.838 -0.1413
```

Values from the calculation:
LUMO level (spin up / spin down) = -1.495 / -2.152 eV
Total charge = 0
Frontier orbital gap (spin up / spin down) = 7.8 / 5.9 eV
Spin multiplicity = 1
Relative energy (zero: lowest compared OMol25 entry of this formula, charge and spin) = 1.872 eV


Record 5
Here is a 2-piece molecular cluster, Cl2H3N2OP overall from OMol25. Energies are from ωB97M-V with the def2-TZVPD basis set.

```
9
Properties=species:S:1:pos:R:3:lowdin_charge:R:1
H -1.760 0.096 1.486 0.1257
N -1.736 0.111 0.355 -0.0880
N -2.674 0.704 -0.168 -0.0312
H -2.583 0.641 -1.321 0.1243
O 0.878 -0.304 -0.576 -0.4871
P 1.857 -0.087 0.677 0.1807
Cl 2.824 -1.947 0.404 0.0989
Cl 3.261 1.137 -0.310 0.1058
H -0.067 -0.351 -0.549 -0.0292
```

Values from the calculation:
LUMO level = -0.029 eV
Total charge = 0
SMILES = [H]/N=N/[H].OP(Cl)Cl
Frontier orbital gap = 10.0 eV
Spin multiplicity = 1
Relative energy (zero: lowest compared OMol25 entry of this formula, charge and spin) = 1.687 eV


Record 6
Here is one molecule with the formula Cl2H3P3 from OMol25. Energies are from ωB97M-V with the def2-TZVPD basis set.

```
8
Properties=species:S:1:pos:R:3:lowdin_charge:R:1
P -0.466 0.418 -1.514 0.5114
P 0.869 -0.188 0.050 -0.1180
Cl 1.978 -1.734 -1.045 -0.0020
P 0.024 -0.100 2.073 0.0759
Cl -1.971 -0.112 1.597 -0.0615
H -1.228 -0.515 -0.794 -0.2120
H -1.024 1.342 -0.495 -0.1269
H 1.818 0.888 0.128 -0.0670
```

Values from the calculation:
LUMO level = -0.745 eV
Total charge = 0
SMILES = P[P@H](Cl)=PCl
Frontier orbital gap = 7.2 eV
Spin multiplicity = 1
Relative energy (zero: lowest compared OMol25 entry of this formula, charge and spin) = 1.313 eV


Record 7
Here is a 2-piece molecular cluster, Cl2H3PSi overall from OMol25. Energies are from ωB97M-V with the def2-TZVPD basis set.

```
7
Properties=species:S:1:pos:R:3:lowdin_charge:R:1
H -0.010 -1.293 1.872 -0.2450
P -0.700 -0.082 1.651 0.3610
Si -1.136 -0.381 -0.354 -0.1266
Cl -2.238 1.159 -1.167 0.1450
H -1.280 -1.674 -1.069 -0.1120
Cl 2.816 1.707 -0.828 0.1616
H 2.549 0.564 -0.105 -0.1842
```

Values from the calculation:
LUMO level = -0.893 eV
Total charge = 0
SMILES = [H]/P=[SiH]/Cl.Cl
Frontier orbital gap = 8.0 eV
Spin multiplicity = 1
Relative energy (zero: lowest compared OMol25 entry of this formula, charge and spin) = 2.800 eV


Record 8
Here is one molecule with the formula Cl2H4Si3 from OMol25. Energies are from ωB97M-V with the def2-TZVPD basis set.

```
9
Properties=species:S:1:pos:R:3:lowdin_charge:R:1
Si 0.542 0.782 -0.079 0.2109
Si -1.415 -1.136 0.008 0.0432
Si 2.495 1.894 0.764 0.1020
Cl -2.445 -0.910 1.772 0.1217
Cl 3.802 0.355 0.906 0.0719
H -0.547 1.640 -0.319 -0.1994
H 0.963 0.831 -1.485 -0.1492
H -0.946 -2.574 -0.463 -0.0988
H -2.449 -0.882 -1.106 -0.1024
```

Values from the calculation:
LUMO level = -1.507 eV
Total charge = 0
Frontier orbital gap = 7.0 eV
Spin multiplicity = 1
Relative energy (zero: lowest compared OMol25 entry of this formula, charge and spin) = 1.254 eV


Record 9
Here is Cl2H8Si4 as an isolated structure from OMol25. Energies are from ωB97M-V with the def2-TZVPD basis set.

```
14
Properties=species:S:1:pos:R:3:lowdin_charge:R:1
Si -2.281 -0.191 -1.198 0.4196
Si 2.130 1.094 0.811 0.4072
Si -0.598 -1.711 -0.757 -0.0664
Si 1.339 -1.052 1.169 -0.0577
Cl 0.541 -2.066 -2.432 0.1234
Cl 0.259 -1.128 2.922 0.1214
H -2.166 0.459 -2.504 -0.1133
H -3.613 -0.794 -1.153 -0.1219
H -2.237 0.856 -0.176 -0.1218
H 1.022 1.967 0.405 -0.1168
H 2.794 1.766 1.936 -0.1197
H 3.100 1.073 -0.289 -0.1212
H -1.109 -3.047 -0.412 -0.1164
H 2.360 -2.090 1.360 -0.1164
```

Values from the calculation:
LUMO level = -0.309 eV
Total charge = 0
Frontier orbital gap = 8.6 eV
Spin multiplicity = 1
Relative energy (zero: lowest compared OMol25 entry of this formula, charge and spin) = 0.000 eV


Record 10
Here is a 2-piece molecular cluster, Cl2HN overall from OMol25. Energies are from ωB97M-V with the def2-TZVPD basis set.

```
4
Properties=species:S:1:pos:R:3:lowdin_charge:R:1
N -0.565 0.024 0.479 -0.4914
Cl 2.002 0.609 -0.079 -0.1391
Cl -1.089 -1.318 -0.131 0.7186
H -0.348 0.684 -0.270 -0.0881
```

Values from the calculation:
LUMO level (spin up / spin down) = -3.736 / -3.737 eV
Total charge = 0
Frontier orbital gap (spin up / spin down) = 6.6 / 6.6 eV
Spin multiplicity = 1
Relative energy (zero: lowest compared OMol25 entry of this formula, charge and spin) = 2.348 eV


Record 11
Here is one molecule with the formula Cl2HN from OMol25. Energies are from ωB97M-V with the def2-TZVPD basis set.

```
4
Properties=species:S:1:pos:R:3:lowdin_charge:R:1
N -0.150 0.800 0.164 -0.4395
Cl -2.993 2.746 -0.356 -0.0980
Cl -1.519 1.262 0.778 0.5445
H 0.130 -0.121 -0.104 -0.0070
```

Values from the calculation:
LUMO level (spin up / spin down) = -1.851 / -2.559 eV
Total charge = 0
Frontier orbital gap (spin up / spin down) = 8.4 / 7.8 eV
Spin multiplicity = 1
Relative energy (zero: lowest compared OMol25 entry of this formula, charge and spin) = 2.369 eV


Record 12
Here is one molecule with the formula Cl2HNOS from OMol25. Energies are from ωB97M-V with the def2-TZVPD basis set.

```
6
Properties=species:S:1:pos:R:3:lowdin_charge:R:1
N 1.039 -0.309 0.663 -0.3173
S -0.132 0.063 -0.100 0.2780
O -0.334 -0.130 -2.035 -0.4951
Cl -1.424 -1.235 0.898 0.2949
Cl -1.121 1.969 0.194 0.2042
H 1.971 -0.357 0.380 0.0353
```

Values from the calculation:
LUMO level = -2.543 eV
Total charge = 0
SMILES = N=S(=O)(Cl)Cl
Frontier orbital gap = 8.2 eV
Spin multiplicity = 1
Relative energy (zero: lowest compared OMol25 entry of this formula, charge and spin) = 3.658 eV


> total charge of number 9 (Cl2H8Si4)?

0